Formula: C50H66F12N2O34PS
Source: the OMol25 dataset
Level of theory: ωB97M-V/def2-TZVPD

The geometry in ORCA input format:
```
! RIJCOSX wB97M-V def2-TZVPD def2/J DEFGRID3
* xyz 1 1
C -3.9260 1.0269 2.6691
C -3.7398 0.4471 1.3475
C -2.4945 0.5816 0.2373
C -2.3744 -0.9257 -0.3228
C -3.3170 -1.4625 -1.5248
C -2.9419 -3.0827 -1.7226
F -2.5864 -3.9759 -0.5886
C -2.9588 -3.6206 -3.1403
F -1.7972 -3.5848 -4.0588
F -4.2227 -4.2238 -3.6907
C -1.0080 0.8516 0.9707
C -0.4968 -0.4012 1.8858
C -1.3830 -1.1203 2.9946
C -1.3329 -0.2204 4.4085
C -2.5382 -0.8654 5.3693
N 0.0455 1.5586 0.1468
S 0.0161 3.2208 0.8588
P 1.7516 1.2662 0.5359
O 2.2742 -0.1840 0.8595
O 2.9330 1.6161 -0.7444
O 2.3830 2.2162 1.9025
C -0.2619 1.8124 -1.3336
C -0.0178 0.5157 -2.3349
C 1.0374 -0.6463 -2.0265
O 0.7974 -1.7018 -3.0764
C 1.1661 -3.0036 -2.4275
O 0.2622 -3.7324 -1.7548
C 0.4505 3.2119 -1.9176
O 0.4671 3.2966 -3.4025
C -0.2902 4.4614 -3.8858
C -1.8188 2.1819 -1.7173
C -3.0192 1.8002 -0.6839
C -4.3086 1.6039 -1.6429
N -5.5481 0.9559 -1.2079
C -3.3198 3.1836 0.2101
C -4.8803 3.5161 0.5359
O -5.2597 3.8310 1.8058
H -3.1953 1.8578 3.1061
H -4.8156 0.6623 3.3662
H -4.6436 -0.2332 0.9578
H -2.6304 -1.6612 0.5863
H -1.2706 -1.2695 -0.6272
H -4.4264 -1.4586 -1.1529
H -3.1436 -0.9886 -2.5806
H -1.3764 1.5867 1.8455
H -0.0559 -1.2553 1.1761
H 0.3661 0.0537 2.5857
H -0.7841 -2.1090 3.3138
H -2.4465 -1.5133 2.7390
H -0.2924 -0.4432 4.8964
H -1.5103 0.9296 4.2095
H -2.7758 -0.0971 6.2504
H -2.2270 -1.8851 5.8633
H -3.5468 -1.0233 4.7973
H 0.0165 3.1678 2.2468
H 3.8294 1.4717 -0.2828
H 3.1992 2.7284 1.6082
H 0.2354 0.8232 -3.4641
H -1.0351 -0.0938 -2.5216
H 0.8655 -1.2562 -1.0143
H 2.1904 -0.3848 -2.1933
H 2.3015 -3.3420 -2.5573
H 1.5142 3.4439 -1.5637
H -0.1537 4.2123 -1.6682
H 0.0537 5.4943 -3.4189
H -1.4729 4.3161 -3.8470
H -0.0419 4.5548 -5.0498
H -2.0636 1.7531 -2.8124
H -2.0205 3.3310 -1.9812
H -4.0366 0.9923 -2.6389
H -4.5810 2.6832 -2.0815
H -5.8904 1.0810 -0.2543
H -5.8471 0.0947 -1.6930
H -2.8839 4.1646 -0.2477
H -2.8029 3.1232 1.2874
H -5.7583 3.5575 -0.2626
C -5.7656 -6.9453 -4.3089
C -5.9807 -6.9340 -5.7838
O -6.9591 -7.9291 -5.9818
C -7.6869 -7.9449 -4.8300
O -8.7809 -8.4727 -4.7188
O -7.0445 -7.2897 -3.8153
F -4.8572 -7.3053 -6.4378
H -5.0389 -7.7010 -3.9925
H -5.4474 -5.9713 -3.9275
H -6.3427 -5.9782 -6.1773
C -8.9785 -2.5481 -6.9615
C -8.9627 -3.8962 -6.3258
O -8.6035 -3.6263 -4.9898
C -9.0732 -2.3712 -4.7430
O -9.2000 -1.8950 -3.6272
O -9.3924 -1.7129 -5.8990
F -8.0052 -4.6770 -6.8748
H -7.9889 -2.2313 -7.3077
H -9.6781 -2.4918 -7.7999
H -9.9267 -4.4153 -6.3503
C 3.2342 -4.3078 3.7483
C 2.1650 -3.8031 2.8407
O 1.2428 -3.2011 3.7205
C 1.9884 -2.7753 4.7786
O 1.5998 -1.9725 5.6107
O 3.2289 -3.3519 4.7895
F 1.5459 -4.8257 2.2092
H 3.0071 -5.2962 4.1619
H 4.2107 -4.3485 3.2584
H 2.5096 -3.0659 2.1076
C 2.7587 7.3595 -2.0207
C 4.1534 7.4295 -1.4996
O 4.1162 6.6172 -0.3482
C 3.1509 5.6890 -0.6002
O 3.0129 4.6558 0.0332
O 2.3600 6.0536 -1.6553
F 4.4644 8.6897 -1.1218
H 2.0924 8.0882 -1.5470
H 2.7124 7.4946 -3.1047
H 4.9113 7.0502 -2.1934
C 3.9757 6.6322 2.8775
C 3.9915 5.2841 3.5132
O 4.3507 5.5540 4.8493
C 3.8810 6.8091 5.0960
O 3.7542 7.2853 6.2118
O 3.5617 7.4674 3.9401
F 4.9489 4.5033 2.9643
H 4.9652 6.9489 2.5313
H 3.2761 6.6885 2.0392
H 3.0274 4.7650 3.4888
C 7.5624 5.7413 3.3486
C 8.9752 5.3016 3.5283
O 9.6456 5.8934 2.4387
C 8.9417 7.0269 2.1626
O 9.3603 7.9415 1.4725
O 7.7110 7.0177 2.7600
F 9.0805 3.9586 3.4147
H 6.9997 5.0918 2.6696
H 7.0235 5.8075 4.2976
H 9.4327 5.6336 4.4664
C -4.7021 -5.4866 4.0609
C -4.3576 -4.6602 5.2526
O -4.3773 -3.3412 4.7559
C -5.2802 -3.3601 3.7356
O -5.7743 -2.3608 3.2404
O -5.5712 -4.6368 3.3394
F -3.1060 -4.9342 5.6840
H -3.8296 -5.7229 3.4427
H -5.2027 -6.4199 4.3326
H -5.0665 -4.7518 6.0825
C 5.7757 -0.3112 -4.2851
C 5.7915 -1.6593 -3.6494
O 6.1507 -1.3894 -2.3133
C 5.6810 -0.1343 -2.0666
O 5.5542 0.3419 -0.9508
O 5.3617 0.5240 -3.2225
F 6.7489 -2.4401 -4.1983
H 6.7652 0.0055 -4.6313
H 5.0761 -0.2549 -5.1234
H 4.8274 -2.1784 -3.6738
C 8.1980 -4.2478 2.6232
C 7.9830 -4.2365 1.1483
O 7.0045 -5.2316 0.9503
C 6.2768 -5.2474 2.1021
O 5.1827 -5.7752 2.2133
O 6.9191 -4.5922 3.1168
F 9.1064 -4.6078 0.4943
H 8.9248 -5.0035 2.9395
H 8.5162 -3.2738 3.0046
H 7.6209 -3.2807 0.7548
*
```

Output
- E: -6549.4689 hartree
- HOMO level: -0.3806 Ha